Computed, not measured: a cluster of 13 separate species, C45H72N6O21 in total in a non-equilibrium geometry, with ωB97M-V/def2-TZVPD.

CARTESIAN COORDINATES (ANGSTROEM)
C -2.9209 -2.6402 -0.0105
O -3.6168 -1.5109 -0.5020
C -4.5219 -1.8062 -1.4261
O -4.6900 -2.8299 -2.0312
O -5.2770 -0.7168 -1.4788
C -6.4083 -0.6956 -2.3345
H -3.4647 -3.0566 0.8712
H -1.9541 -2.3166 0.2539
H -2.8287 -3.3943 -0.7685
H -6.1304 -0.7248 -3.3903
H -6.8671 0.2843 -2.0861
H -7.0279 -1.5430 -2.1424
C -3.4099 -3.1063 5.9454
O -2.4045 -3.8930 5.3609
C -2.1266 -3.7173 4.0406
O -2.6701 -2.9549 3.3064
O -1.1121 -4.5263 3.7191
C -0.4701 -4.4767 2.4649
H -3.6583 -2.2454 5.2849
H -2.9798 -2.7555 6.8924
H -4.2839 -3.7490 6.1698
H -1.1036 -4.3382 1.5763
H 0.0299 -5.4250 2.4270
H 0.2528 -3.6613 2.4303
C -3.9571 0.1631 2.7553
O -2.6339 0.2443 3.3483
C -2.5607 0.4795 4.6842
O -3.4366 0.5176 5.4726
O -1.2409 0.5111 4.9388
C -0.8626 0.8982 6.2723
H -4.3651 -0.8367 2.7504
H -3.8600 0.6283 1.7765
H -4.5895 0.8382 3.3310
H 0.0526 1.4499 6.2736
H -0.7253 0.0319 6.9102
H -1.6564 1.5205 6.7249
C 0.9313 -2.7542 5.4246
O 1.2751 -1.9278 6.5240
C 2.0416 -0.8593 6.2115
O 2.5125 -0.6125 5.1653
O 2.2138 -0.1449 7.3748
C 2.8836 1.0688 7.2360
H 0.3466 -3.6424 5.7947
H 1.8535 -3.2998 5.0603
H 0.3410 -2.3017 4.6460
H 3.9304 0.9141 6.9479
H 2.9744 1.5659 8.1755
H 2.4026 1.7021 6.4967
C -0.4545 0.3794 1.3952
O 0.4920 0.7037 0.3430
C 0.6264 -0.2731 -0.5686
O -0.0313 -1.2628 -0.5484
O 1.5710 -0.0440 -1.4707
C 1.7283 -0.9877 -2.5253
H 0.0581 -0.2918 2.0877
H -1.3193 -0.0877 0.9417
H -0.7320 1.3975 1.7281
H 0.7127 -1.2937 -2.8816
H 2.2755 -1.9278 -2.1929
H 2.2352 -0.4942 -3.2913
C 0.2435 4.2087 -0.1469
O -0.9972 3.9220 0.5730
C -1.8408 2.9739 0.1245
O -2.7062 2.5566 0.8749
O -1.7243 2.6796 -1.1472
C -2.4822 1.5111 -1.5881
H 0.6432 3.2973 -0.5812
H 0.8702 4.6675 0.5972
H 0.0199 4.8206 -1.0134
H -3.5227 1.6493 -1.2598
H -2.1065 0.5950 -1.1871
H -2.3932 1.5154 -2.7000
C 3.3511 -4.6454 0.0225
O 2.6859 -3.4987 0.5103
C 3.4072 -2.4986 1.0803
O 4.5771 -2.5909 1.3599
O 2.5912 -1.5305 1.3890
C 3.2529 -0.4211 2.1797
H 3.8256 -5.1690 0.8065
H 4.0914 -4.4442 -0.7734
H 2.5554 -5.2830 -0.3549
H 2.4162 0.1436 2.4767
H 3.9889 0.0961 1.5158
H 3.7880 -0.8427 3.0266
N 2.8195 -2.5346 -5.6007
C 2.5670 -1.4661 -6.3957
C 3.6488 -0.6484 -6.3451
C 4.5880 -1.1941 -5.4750
C 3.9850 -2.3264 -4.9791
H 2.1991 -3.2758 -5.2961
H 1.6469 -1.3566 -6.9887
H 3.7049 0.2537 -6.9110
H 5.5714 -0.8280 -5.2978
H 4.3645 -3.0615 -4.2745
N -1.9033 2.0463 -5.9547
C -3.2737 2.0157 -6.1659
C -3.6691 0.6890 -6.2107
C -2.4896 -0.0964 -6.0434
C -1.4097 0.7501 -5.8936
H -1.3898 2.9211 -5.8588
H -3.8829 2.9115 -6.0041
H -4.6522 0.2541 -6.2390
H -2.4224 -1.1933 -6.0294
H -0.3520 0.5937 -5.7662
N -0.4368 3.7816 -3.4930
C 0.3693 3.9428 -4.5769
C -0.0759 5.0037 -5.3511
C -1.1845 5.5173 -4.6421
C -1.3979 4.7737 -3.4793
H -0.3516 3.0808 -2.8154
H 1.1957 3.3113 -4.8356
H 0.3281 5.3668 -6.2826
H -1.7919 6.3818 -4.9149
H -1.9520 5.0573 -2.6053
N -0.6722 -3.4073 -2.7603
C -1.6561 -3.1034 -3.6767
C -1.3768 -3.7031 -4.8787
C -0.1975 -4.4623 -4.6503
C 0.2633 -4.1923 -3.4053
H -0.5379 -2.9348 -1.8872
H -2.6279 -2.6754 -3.3607
H -1.9637 -3.8591 -5.7171
H 0.2291 -5.1381 -5.3829
H 1.1624 -4.4458 -2.8959
N 2.2069 4.4187 4.2644
C 0.8450 4.6535 4.1793
C 0.2298 3.4659 3.7427
C 1.3074 2.5041 3.6434
C 2.4418 3.1377 3.9704
H 2.8733 5.0407 4.6864
H 0.4439 5.6057 4.4569
H -0.8063 3.3065 3.5372
H 1.2656 1.4372 3.4371
H 3.4464 2.7934 4.0430
N 3.5139 2.2134 -0.5750
C 4.4868 2.6109 -1.4857
C 5.1573 3.7099 -0.9449
C 4.6385 3.9345 0.3368
C 3.6253 3.0643 0.5200
H 2.9638 1.4055 -0.6790
H 4.4966 2.1653 -2.4342
H 5.9813 4.1311 -1.4104
H 4.9820 4.6822 1.0050
H 3.0024 3.0850 1.3780

Summary:
DFT total energy, eV: -99768.6764
HOMO level, eV: -8.15
Total charge: 0
Gap between HOMO and LUMO, eV: 8.61
Lowest unoccupied orbital energy, Eh: 0.0168
2S+1: 1

Here are the Löwdin charges for atoms 1 to 2, given in e: -0.045, -0.002


Computed, not measured: a structure of composition C14H16Cl21IO3 in a non-equilibrium geometry, with ωB97M-V/def2-TZVPD.

CARTESIAN COORDINATES (ANGSTROEM)
C -1.0315 -1.0987 1.1046
C 0.1457 -1.7295 0.4995
C 0.4814 -1.2155 -1.0048
C 1.1371 0.2386 -0.8347
C 2.7090 -0.0029 -0.5091
C 3.2966 1.2281 0.3676
O 4.1703 1.9767 -0.1335
I 2.5032 1.5027 2.3920
O 0.9310 1.1364 -1.9529
C -0.2440 1.9293 -1.7159
O -0.3026 2.8608 -0.8754
H -0.8109 -0.4925 2.0598
H -2.0650 -1.1741 0.6390
H 0.8228 -2.4843 1.0160
H 1.2075 -1.9394 -1.5316
H -0.5128 -1.2176 -1.5843
H 0.7043 0.7556 0.0999
H 2.8286 -0.9530 0.1370
H 3.3243 -0.1533 -1.4713
H -1.1892 1.6541 -2.2842
C -1.5584 -5.0740 0.4994
Cl -3.0934 -5.6032 -0.2168
Cl -1.4846 -3.2961 0.6002
Cl -1.3380 -5.7951 2.1007
H -0.7471 -5.4118 -0.1428
C -5.8168 -4.5996 2.8894
Cl -6.2470 -4.8996 1.1998
Cl -5.7139 -6.1219 3.7851
Cl -4.2901 -3.7115 2.9947
H -6.5985 -3.9904 3.3385
C 2.9467 1.6228 6.7175
Cl 2.5528 2.9214 7.8515
Cl 2.8044 0.0444 7.5037
Cl 1.9018 1.7031 5.2912
H 3.9774 1.7526 6.3935
C 3.9110 5.1809 4.3082
Cl 2.1458 5.0721 4.3339
Cl 4.4266 6.8689 4.1906
Cl 4.6051 4.4187 5.7488
H 4.2745 4.6496 3.4304
C -2.6436 3.1121 -4.7542
Cl -1.2059 3.0088 -3.7234
Cl -2.2160 2.8479 -6.4497
Cl -3.8653 1.9440 -4.2312
H -3.0623 4.1117 -4.6582
C 1.8939 -7.1858 -1.0363
Cl 1.5497 -5.4494 -1.0046
Cl 2.5258 -7.7224 0.5259
Cl 0.4407 -8.0978 -1.4665
H 2.6521 -7.3706 -1.7945
C -2.0525 6.8720 -7.7284
Cl -2.3927 5.7181 -9.0254
Cl -2.9125 8.3922 -8.0069
Cl -2.4914 6.1880 -6.1563
H -0.9842 7.0784 -7.7252

Summary:
DFT total energy, eV: -291983.2746
HOMO level, eV: -7.78
Total charge: 0
Gap between HOMO and LUMO, eV: 7.49
Lowest unoccupied orbital energy, Eh: -0.0107
2S+1: 1

Here are the natural (NBO) charges for atoms 1 to 2, given in e: -0.552, -0.106


Computed, not measured: a structure of composition H14O7 in a non-equilibrium geometry, with ωB97M-V/def2-TZVPD.

CARTESIAN COORDINATES (ANGSTROEM)
H -1.4334 -0.4885 -0.1474
H -0.4054 -0.2189 0.9391
H 2.7679 -1.3812 -1.5949
H 2.3064 -2.8292 -1.6108
H -0.3127 -1.3253 -3.9769
H -0.3502 -2.6590 -4.7048
H -1.7429 1.5798 -1.7997
H -1.7042 1.9571 -0.3279
H 0.2715 1.4464 0.6989
H 0.8224 2.6588 -0.0336
H 2.0873 1.1511 4.9356
H 1.7487 2.0376 3.7483
H -2.7091 -1.1662 1.9298
H -1.2069 -1.3972 1.9243
O -0.6929 0.0882 0.0720
O 1.9759 -1.9271 -1.5335
O -0.4737 -2.2648 -3.8340
O -1.1695 1.5609 -1.0252
O 0.3163 1.8508 -0.1749
O 1.7747 2.0350 4.7118
O -1.8703 -0.7084 1.8039

Summary:
DFT total energy, eV: -14552.6955
HOMO level, eV: -7.89
Total charge: 0
Gap between HOMO and LUMO, eV: 8.24
Lowest unoccupied orbital energy, Eh: 0.0128
2S+1: 1

Here are the natural (NBO) charges for atoms 1 to 2, given in e: 0.479, 0.424


Computed, not measured: a structure of composition C22H20Cr2N4O6 in a non-equilibrium geometry, with ωB97M-V/def2-TZVPD.

CARTESIAN COORDINATES (ANGSTROEM)
Cr -1.3974 1.2494 -2.0312
Cr -0.3679 4.4446 -1.7837
C -1.9283 3.2312 -3.6712
O -2.0871 4.1772 -2.9110
O -0.8281 2.7932 -3.4163
O -2.7284 2.3212 -3.4406
C 0.1469 2.4783 -0.1571
O 0.3869 1.4218 -0.6343
O 0.9292 3.4554 -0.4392
O -0.9929 2.7637 -0.5025
N 4.0847 -0.3467 0.4537
C 4.9036 -1.3972 0.1204
C 5.0135 -1.8881 -1.1838
C 4.2359 -1.2566 -2.1659
C 3.4434 -0.1403 -1.8638
C 3.3747 0.2504 -0.5134
H 5.4739 -1.8323 0.9278
H 5.7356 -2.6331 -1.4839
H 4.1768 -1.7213 -3.1390
H 2.7433 0.2608 -2.5818
H 2.6326 0.9772 -0.2179
N -3.9161 1.8302 2.6153
C -2.8346 2.5910 2.3243
C -1.9940 3.1741 3.2373
C -2.1251 2.7385 4.5577
C -3.1182 1.8612 4.9455
C -4.0058 1.3999 3.9303
H -2.7113 2.6794 1.2550
H -1.2324 3.9013 2.9974
H -1.4920 3.1910 5.3066
H -3.3427 1.6944 5.9886
H -4.7933 0.7455 4.2739
N 0.1983 -2.3832 1.6065
C -0.1318 -1.1794 2.1232
C -0.8434 -1.0145 3.2649
C -1.2300 -2.1752 3.9593
C -0.9146 -3.4145 3.4812
C -0.1576 -3.5125 2.3318
H 0.2421 -0.3078 1.6067
H -1.0259 0.0285 3.4776
H -1.8084 -2.1270 4.8701
H -1.2592 -4.2996 3.9952
H 0.1691 -4.3922 1.7971
N -0.5819 -0.5598 -3.1642
C 0.4400 -1.2595 -2.5698
C 1.0499 -2.3683 -3.1908
C 0.6841 -2.6121 -4.5086
C -0.3893 -1.9290 -5.1553
C -1.0316 -0.9496 -4.3895
H 0.8098 -0.9192 -1.6138
H 1.8164 -2.9876 -2.7487
H 1.0748 -3.4569 -5.0564
H -0.6497 -2.2502 -6.1530
H -1.8467 -0.3460 -4.7606

Summary:
DFT total energy, eV: -98220.5692
HOMO level (alpha / beta), eV: -8.07 / -8.65
Total charge: 0
Gap between HOMO and LUMO (alpha / beta), eV: 7.17 / 7.84
Lowest unoccupied orbital energy (alpha / beta), Eh: -0.0329 / -0.0298
2S+1: 9

Here are the natural (NBO) charges for atoms 1 to 2, given in e: 1.458, 1.486


Computed, not measured: a structure of composition C22H25ClN2OPSZr in a non-equilibrium geometry, with ωB97M-V/def2-TZVPD.

CARTESIAN COORDINATES (ANGSTROEM)
Zr 0.0845 -0.3623 1.6370
Cl 0.1132 -2.7426 1.2342
C 0.4056 1.8749 1.6044
O 0.3803 3.0460 1.6325
P 0.2086 0.0783 -0.9224
C -1.3104 -0.3262 -1.8716
C 0.6826 1.6517 -1.7145
C 1.4666 -1.0860 -1.6548
C 1.8809 1.8448 -2.4152
C 2.2193 3.1050 -2.9243
C 1.3568 4.1951 -2.7336
C 0.1650 4.0085 -2.0235
C -0.1640 2.7514 -1.5166
H 2.5704 1.0148 -2.5603
H 3.1520 3.2447 -3.4786
H 1.6112 5.1800 -3.1375
H -0.5132 4.8557 -1.8689
H -1.0779 2.6192 -0.9439
C -2.2763 -1.1573 -1.2868
C -3.4640 -1.4620 -1.9538
C -3.7124 -0.9469 -3.2296
C -2.7545 -0.1131 -3.8291
C -1.5650 0.1889 -3.1535
H -2.0934 -1.5805 -0.2987
H -4.1996 -2.1162 -1.4727
H -4.6410 -1.1974 -3.7502
H -2.9445 0.2936 -4.8252
H -0.8471 0.8519 -3.6391
C 1.2715 -1.7880 -2.8542
C 2.2616 -2.6528 -3.3423
C 3.4557 -2.8335 -2.6300
C 3.6437 -2.1496 -1.4282
C 2.6632 -1.2832 -0.9480
H 0.3411 -1.6728 -3.4131
H 2.1166 -3.1868 -4.2812
H 4.2375 -3.4932 -3.0060
H 4.5675 -2.2754 -0.8565
H 2.8272 -0.7706 0.0044
H -2.8411 -4.0023 0.9828
H -2.2049 -4.3980 0.9254
C -1.2531 1.1439 6.3333
N -1.4226 1.0908 4.8858
C -1.2018 0.0386 4.0839
S -2.1538 -0.0705 2.5961
N -0.0951 -0.7850 4.2357
C 1.0386 -0.5678 5.1762
H -0.7871 0.2507 6.7451
H -2.2268 1.2848 6.7969
H -0.6481 2.0122 6.5856
H -2.1307 1.7098 4.4754
H -0.2154 -1.7473 3.8526
H 1.0207 -1.2798 6.0098
H 1.9440 -0.7399 4.5936
H 1.0577 0.4518 5.5731

Summary:
DFT total energy, eV: -62145.8407
HOMO level, eV: -17.10
Total charge: +3
Gap between HOMO and LUMO, eV: 4.32
Lowest unoccupied orbital energy, Eh: -0.4696
2S+1: 1

Here are the natural (NBO) charges for atoms 1 to 2, given in e: 1.631, -0.270


Computed, not measured: a cluster of 3 separate species, C3H10O4 in total in a non-equilibrium geometry, with ωB97M-V/def2-TZVPD.

CARTESIAN COORDINATES (ANGSTROEM)
C -0.2872 -1.0015 -2.0309
C -0.6687 -0.6126 -0.6230
C 0.4578 -0.4140 0.3506
O 1.4606 -1.0662 0.4606
O 0.3390 0.7933 0.9747
H -1.1082 -1.3200 -2.6383
H 0.5562 -1.6943 -2.0933
H 0.1558 -0.1884 -2.6125
H -1.2170 0.3277 -0.6809
H -1.3876 -1.3205 -0.2002
H 0.9384 0.8144 1.7300
O -3.0895 3.4076 -1.6179
H -2.8658 4.3064 -1.3488
H -2.6939 2.8987 -0.9008
O 3.1263 -1.2855 3.8579
H 2.3712 -1.8108 3.5788
H 3.9127 -1.8344 3.7941

Summary:
DFT total energy, eV: -11463.2999
HOMO level, eV: -10.68
Total charge: 0
Gap between HOMO and LUMO, eV: 11.21
Lowest unoccupied orbital energy, Eh: 0.0195
2S+1: 1

Here are the natural (NBO) charges for atoms 1 to 2, given in e: -0.611, -0.518